(1)
DFT (ωB97M-V with the def2-TZVPD basis set) results for C2H10NO as an isolated structure.

Geometry (Å):
N (-2.09, 1.33, -0.72)
H (-2.43, 2.25, -0.46)
H (-0.88, 1.22, -0.42)
H (-2.63, 0.59, -0.36)
H (-2.16, 1.11, -1.67)
C (0.82, -0.72, -0.26)
O (0.13, 0.53, -0.04)
C (1.60, -1.23, 0.97)
H (0.18, -1.60, -0.48)
H (1.46, -0.54, -1.16)
H (0.48, 0.89, 0.86)
H (1.08, -0.95, 1.89)
H (1.93, -2.30, 0.81)
H (2.51, -0.58, 1.04)

## Properties
M   64.11 u
Net charge   +1
HOMO level   -0.570 Eh
Kohn-Sham gap   12.00 eV

Results of the natural (NBO) charge analysis, in e, for atoms 1 through 8: number 1, N, carries -0.935; number 2, H, carries 0.434; number 3, H, carries 0.490; number 4, H, carries 0.418; number 5, H, carries 0.418; number 6, C, carries -0.078; number 7, O, carries -0.730; number 8, C, carries -0.651

=====

(2)
DFT (ωB97M-V with the def2-TZVPD basis set) results for a 2-piece molecular cluster, C2H10NO overall.

Geometry (Å):
N (-1.22, -0.64, 1.92)
H (-0.96, -0.14, 2.77)
H (-1.36, 0.11, 1.19)
H (-1.87, -1.41, 2.15)
H (-0.49, -1.20, 1.48)
C (0.77, 0.64, -0.42)
O (-0.66, 0.85, -0.24)
C (1.08, 0.00, -1.76)
H (1.03, -0.02, 0.42)
H (1.41, 1.51, -0.36)
H (-1.08, 1.16, -1.05)
H (2.05, -0.52, -1.61)
H (0.78, 0.58, -2.63)
H (0.52, -0.93, -1.85)

## Properties
M   64.11 u
Net charge   +1
HOMO level   -0.556 Eh
Kohn-Sham gap   11.23 eV

Results of the natural (NBO) charge analysis, in e, for atoms 1 through 8: number 1, N, carries -0.903; number 2, H, carries 0.452; number 3, H, carries 0.500; number 4, H, carries 0.460; number 5, H, carries 0.444; number 6, C, carries -0.057; number 7, O, carries -0.783; number 8, C, carries -0.664

=====

(3)
DFT (ωB97M-V with the def2-TZVPD basis set) results for a 2-piece molecular cluster, C2H10NO overall.

Geometry (Å):
O (-1.87, -0.51, -1.31)
H (-2.11, -0.89, -2.17)
H (-0.51, -0.42, -0.25)
H (-2.17, 0.40, -1.31)
C (1.43, -0.12, -0.54)
N (0.28, -0.39, 0.43)
C (-0.05, 0.64, 1.45)
H (1.50, -1.01, -1.16)
H (1.14, 0.70, -1.19)
H (2.33, 0.03, 0.04)
H (0.52, -1.23, 0.93)
H (-1.04, 1.04, 1.26)
H (0.58, 1.53, 1.38)
H (-0.03, 0.23, 2.44)

## Properties
M   64.11 u
Net charge   +1
HOMO level   -0.616 Eh
Kohn-Sham gap   13.44 eV

Results of the natural (NBO) charge analysis, in e, for atoms 1 through 8: number 1, O, carries -0.964; number 2, H, carries 0.516; number 3, H, carries 0.479; number 4, H, carries 0.495; number 5, C, carries -0.407; number 6, N, carries -0.529; number 7, C, carries -0.439; number 8, H, carries 0.235

=====

(4)
DFT (ωB97M-V with the def2-TZVPD basis set) results for a 2-piece molecular cluster, C2H10NO overall.

Geometry (Å):
O (0.89, -1.95, -1.58)
H (1.58, -2.25, -0.97)
H (0.16, 1.58, -0.81)
H (0.70, -2.61, -2.29)
C (-0.01, 0.96, 1.58)
C (-0.70, 0.14, 0.61)
N (-0.35, 0.67, -0.82)
H (-0.18, 1.97, 1.46)
H (-0.17, 0.79, 2.69)
H (1.06, 0.65, 1.67)
H (-0.31, -0.92, 0.52)
H (-1.73, 0.25, 0.81)
H (0.12, -0.10, -1.35)
H (-1.06, 0.82, -1.52)

## Properties
M   64.11 u
Net charge   +1
HOMO level   -0.596 Eh
Kohn-Sham gap   12.84 eV

Results of the natural (NBO) charge analysis, in e, for atoms 1 through 8: number 1, O, carries -1.000; number 2, H, carries 0.504; number 3, H, carries 0.444; number 4, H, carries 0.516; number 5, C, carries -0.679; number 6, C, carries -0.203; number 7, N, carries -0.719; number 8, H, carries 0.228

=====

Stability, highest: (3)